# 1
A structure of composition C36H94KN8O14S in a non-equilibrium geometry. Source: the Open Molecules 2025 dataset; level of theory: ωB97M-V/def2-TZVPD.

Computed properties:
Electronic energy = -106600.5913 eV
Relative energy (zero: lowest compared OMol25 entry of this formula, charge and spin) = 3.396 eV
HOMO = -5.92 eV
Kohn-Sham gap = 7.294 eV

Structure (ORCA input):
```
! RIJCOSX wB97M-V def2-TZVPD def2/J DEFGRID3
* xyz -1 1
K 2.7645 2.1109 0.7354
S 0.3160 -0.1265 0.3221
O -1.0851 -0.2378 -0.0563
O 1.0839 0.4370 -0.7665
O 0.4483 0.7750 1.4641
O 0.8534 -1.4179 0.7552
O -1.9849 1.7711 7.0425
C -1.9213 0.7140 6.3866
O -0.9055 -0.1170 6.5432
C -0.9427 -1.1811 5.5794
C -1.7760 -0.5471 4.4454
C -2.7689 0.3196 5.1475
H -1.3825 -2.1274 5.8941
H 0.0826 -1.3150 5.2345
H -2.2323 -1.2534 3.7518
H -1.1630 0.0786 3.7968
H -3.6413 -0.2092 5.5313
H -3.1411 1.0910 4.4733
C -1.1884 3.4093 3.7823
C -1.4996 3.4059 2.2453
C -0.3219 4.0587 1.5267
O -0.0273 5.4262 1.8783
C -0.9346 6.4203 1.4502
N -1.8492 2.0524 1.8473
H -2.0221 2.9461 4.3101
H -1.1209 4.4656 4.0426
H -0.2557 2.9074 4.0398
H -2.4561 3.8795 2.0243
H -0.4549 3.8961 0.4572
H 0.5453 3.4008 1.5844
H -0.4503 7.3946 1.5157
H -1.8743 6.3817 2.0012
H -1.0269 6.2893 0.3720
H -1.9192 2.1197 0.8420
H -1.0326 1.4582 1.8601
C 3.7744 -1.8408 4.1876
C 2.5696 -0.9600 3.9528
C 2.2595 0.0545 5.0518
O 2.2306 -0.6272 6.3290
C 2.4728 0.2379 7.4878
N 2.5838 -0.3554 2.6405
H 3.8390 -2.6568 3.4678
H 3.7525 -2.3797 5.1348
H 4.6786 -1.2418 4.2956
H 1.6653 -1.5679 3.9807
H 1.2772 0.4700 4.8272
H 2.9744 0.8771 5.0338
H 1.7095 0.9762 7.7336
H 3.3034 0.9403 7.4184
H 2.5306 -0.4597 8.3234
H 2.3160 -1.1224 2.0405
H 1.7693 0.2193 2.4784
C -1.0673 -3.5217 -3.7823
C -1.5806 -2.3949 -2.9444
C -3.0965 -2.1642 -3.0012
O -3.4226 -1.7154 -4.3373
C -4.8579 -1.4989 -4.2368
N -1.1023 -2.4845 -1.5781
H -1.4334 -3.4395 -4.8057
H -1.5483 -4.4632 -3.5171
H 0.0090 -3.6812 -3.7183
H -1.2245 -1.4366 -3.3226
H -3.3921 -1.4441 -2.2382
H -3.5112 -3.1298 -2.7118
H -5.1364 -0.7554 -3.4899
H -5.3785 -2.4419 -4.0704
H -5.2014 -1.1627 -5.2151
H -1.3575 -1.6200 -1.1224
H -0.0928 -2.5093 -1.5983
C -5.7040 -0.6871 2.0436
C -4.6849 -0.4687 0.9795
C -4.8418 0.8967 0.2496
O -6.1535 0.9523 -0.3275
C -6.5026 2.2076 -0.8643
N -3.3538 -0.3997 1.5782
H -5.5440 -1.6412 2.5458
H -6.7243 -0.5296 1.6940
H -5.5347 -0.0645 2.9221
H -4.7824 -1.2798 0.2579
H -3.9868 0.9155 -0.4262
H -4.7228 1.6846 0.9933
H -6.0112 2.2583 -1.8360
H -6.2172 3.0015 -0.1740
H -7.5858 2.2587 -0.9748
H -2.6559 -0.3039 0.8545
H -3.1732 0.4902 2.0205
C 2.0906 -5.6941 2.9401
C 2.0853 -4.5926 1.8843
C 1.7472 -5.1222 0.4685
O 2.8293 -6.0044 0.1289
C 3.0495 -6.1473 -1.2750
N 1.0946 -3.6308 2.3625
H 1.3597 -6.4758 2.7333
H 1.8676 -5.3763 3.9586
H 3.0781 -6.1533 2.9872
H 3.0300 -4.0513 1.8328
H 1.6788 -4.2627 -0.1984
H 0.7526 -5.5665 0.5081
H 2.1099 -6.4169 -1.7573
H 3.8097 -6.8716 -1.5674
H 3.3493 -5.2503 -1.8169
H 1.3858 -3.3425 3.2856
H 1.0477 -2.8218 1.7596
C 4.7948 -2.9548 -0.9814
C 3.8781 -1.9633 -1.7200
C 2.9041 -2.5131 -2.7743
O 3.6361 -3.1264 -3.8447
C 2.8193 -3.6179 -4.8967
N 3.2425 -1.0833 -0.7616
H 4.2554 -3.4836 -0.1956
H 5.5714 -2.3982 -0.4569
H 5.2155 -3.7643 -1.5779
H 4.5687 -1.3559 -2.3051
H 2.4329 -1.6125 -3.1680
H 2.1277 -3.1447 -2.3427
H 2.0690 -4.3304 -4.5540
H 3.5068 -4.0636 -5.6155
H 2.3293 -2.8125 -5.4438
H 2.5606 -1.5042 -0.1468
H 2.6546 -0.3581 -1.1470
C 1.5426 1.7776 -4.6820
C 2.4865 2.6088 -3.8917
C 3.0089 3.9484 -4.4007
O 3.7493 3.8541 -5.6272
C 5.0058 3.2190 -5.5074
N 1.9449 2.6330 -2.4883
H 1.2549 0.9661 -4.0136
H 1.9274 1.2413 -5.5494
H 0.6535 2.3548 -4.9360
H 3.3624 2.0008 -3.6652
H 3.5589 4.5067 -3.6432
H 2.1435 4.5938 -4.5518
H 5.5551 3.3800 -6.4350
H 4.8653 2.1746 -5.2288
H 5.5684 3.6488 -4.6786
H 1.0804 3.1552 -2.4908
H 1.6519 1.7675 -2.0578
C -2.9697 1.6619 -3.1568
C -1.6460 2.3229 -2.6702
C -1.4675 3.8492 -2.9981
O -0.1626 4.1224 -2.6684
C 0.2078 5.4956 -2.5705
N -1.5323 2.1310 -1.2469
H -2.9454 0.5772 -3.0521
H -3.0073 1.7592 -4.2418
H -3.8763 2.1018 -2.7415
H -0.7908 1.7897 -3.0854
H -2.2678 4.3644 -2.4669
H -1.5282 4.0031 -4.0754
H 0.0199 5.9613 -3.5379
H 1.2451 5.6259 -2.2619
H -0.4623 6.0257 -1.8938
H -0.5794 2.4154 -1.0704
H -1.3776 1.1623 -1.0066
*
```


# 2
A cluster of 12 separate species, C36H96O12 in total in a non-equilibrium geometry. Source: the Open Molecules 2025 dataset; level of theory: ωB97M-V/def2-TZVPD.

Computed properties:
Electronic energy = -63457.2857 eV
SMILES = CC(C)O.CC(C)O.CC(C)O.CC(C)O.CC(C)O.CC(C)O.CC(C)O.CC(C)O.CC(C)O.CC(C)O.CC(C)O.CC(C)O
Relative energy (zero: lowest compared OMol25 entry of this formula, charge and spin) = 2.676 eV
HOMO = -9.33 eV
Kohn-Sham gap = 9.656 eV

Structure (ORCA input):
```
! RIJCOSX wB97M-V def2-TZVPD def2/J DEFGRID3
* xyz 0 1
C 2.0110 4.3599 -4.4084
C 3.3662 3.8093 -4.7054
C 3.7145 2.6967 -3.7151
O 3.4591 3.2328 -6.0444
H 1.2193 3.6370 -4.7278
H 1.9292 5.2946 -4.9566
H 1.8893 4.5431 -3.3680
H 4.1297 4.5996 -4.6091
H 3.0032 1.9103 -3.8518
H 3.6828 2.9558 -2.6581
H 4.6831 2.2076 -3.9742
H 3.1181 3.8936 -6.6335
C 4.9069 -0.4938 0.6470
C 5.2008 -0.2925 2.1176
C 6.5652 0.2374 2.4259
O 4.1713 0.6480 2.6989
H 5.5459 -1.3503 0.3485
H 5.2552 0.2382 -0.0705
H 3.8578 -0.8297 0.4276
H 5.0732 -1.2520 2.6347
H 7.3306 -0.4360 1.9802
H 6.8468 0.0963 3.4831
H 6.7347 1.2168 2.0728
H 3.5293 0.2291 3.2235
C -1.2651 3.2544 -2.2959
C -1.3379 3.8746 -0.8918
C -0.7508 5.3034 -0.8958
O -2.6849 4.0468 -0.4569
H -1.7916 2.3133 -2.2797
H -0.1818 2.9663 -2.5181
H -1.5627 3.9230 -3.0656
H -0.7834 3.2227 -0.1872
H 0.3474 5.3122 -1.1010
H -0.9670 5.6876 0.0583
H -1.2030 5.7735 -1.7535
H -3.2352 3.2425 -0.6243
C 3.6863 4.4179 2.9030
C 2.7814 3.8077 1.7888
C 3.5406 3.5649 0.4366
O 2.2136 2.5500 2.2692
H 4.4819 3.7151 3.1584
H 3.1586 4.6677 3.8536
H 4.1513 5.3391 2.5001
H 1.9193 4.4401 1.5478
H 4.1076 4.4359 0.1003
H 2.7550 3.2949 -0.2500
H 4.2947 2.7488 0.4595
H 2.9721 1.9488 2.3143
C -3.9221 -2.9965 3.8499
C -3.8448 -2.0616 2.5755
C -5.0757 -1.2914 2.3811
O -2.6974 -1.2513 2.7749
H -4.2447 -2.4251 4.6964
H -2.8713 -3.2279 4.0973
H -4.5438 -3.8775 3.7240
H -3.6657 -2.6649 1.6884
H -5.9423 -2.0003 2.1409
H -5.1061 -0.5307 1.5644
H -5.5553 -0.7428 3.2438
H -2.3696 -0.9442 1.8904
C -6.4928 -5.2365 0.8102
C -5.0590 -5.6921 0.4796
C -4.8156 -5.6713 -1.0191
O -4.1066 -4.7936 1.0896
H -7.1957 -6.0605 0.8462
H -6.7628 -4.6751 -0.0773
H -6.5671 -4.5334 1.6221
H -4.8621 -6.6724 0.8851
H -4.8289 -4.6335 -1.3057
H -5.5446 -6.2995 -1.6127
H -3.7810 -6.0495 -1.2133
H -3.2393 -4.9271 0.7149
C -0.5107 3.8786 3.2885
C -0.9904 2.4898 2.9904
C -2.5024 2.4412 2.7075
O -0.3063 1.8536 1.8624
H 0.4938 3.9071 3.7343
H -1.1993 4.2477 4.0832
H -0.6667 4.4583 2.3746
H -0.9086 1.7872 3.8779
H -2.7686 1.4580 2.3256
H -2.8172 3.1730 1.9555
H -3.1286 2.6022 3.6249
H 0.6103 2.1490 1.9015
C 2.3151 -0.1355 -5.7950
C 1.2334 -0.1689 -4.7837
C -0.0433 -0.8646 -5.3290
O 1.6286 -1.0505 -3.6942
H 1.9941 0.5559 -6.6227
H 2.3943 -1.1498 -6.1695
H 3.2448 0.2888 -5.3606
H 1.0339 0.8266 -4.3842
H -0.4993 -0.2890 -6.1568
H -0.8157 -1.0470 -4.5580
H 0.3757 -1.8297 -5.7949
H 2.4608 -0.7529 -3.3056
C -5.0756 -0.3862 -1.7229
C -4.4016 1.0085 -1.9787
C -5.4815 1.9511 -2.5263
O -3.9841 1.5963 -0.7275
H -4.7873 -1.2178 -2.3378
H -6.1357 -0.3808 -1.8459
H -4.7276 -0.6946 -0.6998
H -3.5238 0.9438 -2.6281
H -6.3000 1.9610 -1.7628
H -5.8629 1.6854 -3.4806
H -5.1142 3.0087 -2.5062
H -3.1849 1.0702 -0.4847
C 2.8678 -4.1392 0.1412
C 3.7921 -5.2275 -0.2980
C 5.2694 -4.9750 -0.1070
O 3.5167 -6.3677 0.4822
H 2.9164 -4.1937 1.2554
H 1.8410 -4.3557 -0.1807
H 3.1450 -3.1373 -0.1434
H 3.5579 -5.4440 -1.3617
H 5.4494 -4.9001 0.9741
H 5.6052 -4.0656 -0.6038
H 5.8628 -5.7664 -0.4789
H 2.6582 -6.6720 0.2192
C 0.5343 -1.9017 3.0808
C 0.2727 -1.4845 4.5551
C 1.5454 -0.8793 5.0346
O -0.7357 -0.5543 4.5990
H 1.5009 -2.4601 3.0281
H 0.4814 -1.0262 2.4171
H -0.3541 -2.5149 2.8262
H 0.0849 -2.4209 5.1212
H 1.5028 -0.5955 6.0973
H 1.6516 0.0596 4.4838
H 2.4209 -1.4913 4.8594
H -1.3482 -0.7856 3.9039
C 0.4437 -0.4121 -0.7538
C -1.0743 -0.5032 -0.9713
C -1.5749 -1.9370 -1.0184
O -1.6992 0.2535 0.0414
H 0.7536 0.6214 -0.8444
H 1.0095 -0.9333 -1.4805
H 0.7878 -0.7934 0.1662
H -1.3603 -0.0557 -1.9257
H -2.6587 -1.9386 -1.2267
H -1.4541 -2.3961 0.0045
H -1.0469 -2.5520 -1.7529
H -0.9887 0.8261 0.5324
*
```


# 3
A cluster of 12 separate species, C36H96O12 in total in a non-equilibrium geometry. Source: the Open Molecules 2025 dataset; level of theory: ωB97M-V/def2-TZVPD.

Computed properties:
Electronic energy = -63457.8580 eV
SMILES = CC(C)O.CC(C)O.CC(C)O.CC(C)O.CC(C)O.CC(C)O.CC(C)O.CC(C)O.CC(C)O.CC(C)O.CC(C)O.CC(C)O
Relative energy (zero: lowest compared OMol25 entry of this formula, charge and spin) = 2.104 eV
HOMO = -9.98 eV
Kohn-Sham gap = 10.357 eV

Structure (ORCA input):
```
! RIJCOSX wB97M-V def2-TZVPD def2/J DEFGRID3
* xyz 0 1
C -0.1584 -0.6874 -4.3148
C 0.9837 0.2986 -4.4428
C 1.6635 0.2850 -5.8139
O 0.5086 1.6190 -4.1647
H 0.0151 -1.6265 -4.8432
H -1.1177 -0.2861 -4.6545
H -0.3482 -0.9214 -3.2604
H 1.7405 0.0998 -3.6761
H 1.4698 1.2016 -6.3648
H 1.3333 -0.5810 -6.3946
H 2.7386 0.1121 -5.7397
H 0.3955 1.7028 -3.2100
C -1.0478 4.1878 1.3388
C 0.4364 4.4326 1.1424
C 1.2876 4.1384 2.3456
O 0.9352 3.6788 -0.0174
H -1.2449 3.3002 1.9602
H -1.5748 3.9147 0.4219
H -1.5413 5.0448 1.7928
H 0.4930 5.4740 0.8092
H 2.2934 4.5450 2.2554
H 1.2872 3.0741 2.5774
H 0.8664 4.6674 3.2111
H 1.2210 4.3900 -0.6046
C -3.8325 -2.0227 -1.6119
C -3.8427 -2.6938 -2.9791
C -2.5929 -3.4546 -3.3365
O -4.9554 -3.6332 -3.0003
H -4.6176 -1.2703 -1.4966
H -2.9040 -1.4645 -1.4503
H -3.9634 -2.7477 -0.8066
H -4.1101 -1.9355 -3.7235
H -1.8181 -2.7404 -3.6194
H -2.8158 -4.0078 -4.2487
H -2.2927 -4.0702 -2.4931
H -5.6573 -3.2710 -2.4489
C -2.0514 -5.4281 1.6281
C -1.3604 -5.2062 0.2862
C -0.6595 -3.8548 0.2718
O -0.4157 -6.2559 0.0504
H -2.6326 -4.5372 1.8834
H -1.2986 -5.5007 2.4252
H -2.6636 -6.3246 1.6710
H -2.1300 -5.2342 -0.4870
H -0.2544 -3.6200 -0.7124
H 0.0677 -3.8577 1.0935
H -1.3313 -3.0259 0.5212
H 0.3206 -6.0842 0.6455
C 4.5335 2.4139 -4.1447
C 4.9767 2.0771 -2.7241
C 3.8357 1.8419 -1.7533
O 5.8938 0.9777 -2.7081
H 3.6269 3.0202 -4.1258
H 4.2843 1.4683 -4.6356
H 5.3110 2.9140 -4.7164
H 5.6007 2.8850 -2.3335
H 4.0629 1.0443 -1.0499
H 2.8614 1.6381 -2.2132
H 3.5761 2.7343 -1.1701
H 5.5939 0.2188 -3.2162
C 7.1477 -2.8042 0.4050
C 6.3252 -1.5485 0.0981
C 5.2717 -1.8492 -0.9580
O 5.7080 -1.0593 1.2910
H 7.2615 -3.3995 -0.5004
H 6.6741 -3.4138 1.1809
H 8.1299 -2.5563 0.8114
H 7.0264 -0.7845 -0.2304
H 4.3522 -1.3172 -0.7234
H 5.0659 -2.9233 -0.9278
H 5.6180 -1.6092 -1.9595
H 5.2140 -1.7880 1.6804
C -3.8648 1.2236 -3.5880
C -4.7950 1.6319 -2.4510
C -4.3358 2.8749 -1.7181
O -6.0845 1.9553 -2.9819
H -3.6453 2.1107 -4.1788
H -4.3959 0.4693 -4.1753
H -2.9543 0.7345 -3.2383
H -4.8946 0.8096 -1.7316
H -4.2472 3.6683 -2.4600
H -3.4398 2.6865 -1.1276
H -5.1041 3.1745 -1.0015
H -6.3684 1.2573 -3.5789
C -4.0900 -1.3754 4.0136
C -3.0807 -1.2623 2.9038
C -1.7062 -1.7752 3.2780
O -3.4521 -2.0933 1.7879
H -3.8031 -0.8308 4.9186
H -4.2291 -2.3944 4.3817
H -5.0492 -0.9630 3.6879
H -2.9921 -0.2189 2.5816
H -1.7410 -2.8379 3.5234
H -1.3358 -1.2886 4.1847
H -0.9955 -1.5706 2.4803
H -4.3179 -1.8016 1.4822
C 0.9067 4.9262 -4.1519
C -0.2994 5.3260 -3.3038
C -1.0231 4.1252 -2.7650
O 0.2721 5.9684 -2.1304
H 1.6328 5.7325 -4.2476
H 0.6263 4.5966 -5.1541
H 1.4057 4.0993 -3.6415
H -0.9816 5.9421 -3.8965
H -1.5140 3.6283 -3.6113
H -1.8242 4.2670 -2.0432
H -0.2901 3.4446 -2.3331
H 0.3109 6.9208 -2.2529
C 0.1111 1.1931 6.2262
C -0.9554 2.1638 5.7660
C -1.7566 1.6450 4.6083
O -1.8897 2.4380 6.8212
H 0.8685 1.0471 5.4412
H -0.2403 0.1813 6.4414
H 0.6891 1.5690 7.0740
H -0.4395 3.1082 5.5490
H -1.1795 1.6271 3.6842
H -2.6637 2.2415 4.4906
H -2.1205 0.6408 4.8201
H -1.4304 2.8160 7.5768
C 1.9537 -3.0570 3.7572
C 1.8400 -4.0084 4.9141
C 1.2905 -3.3264 6.1479
O 0.8931 -5.0610 4.5864
H 0.9638 -2.7221 3.4332
H 2.5129 -3.4110 2.8899
H 2.4239 -2.1106 4.0578
H 2.7918 -4.4955 5.1473
H 2.0308 -2.5830 6.4647
H 1.1128 -4.0029 6.9796
H 0.3719 -2.7783 5.9289
H 1.1566 -5.4504 3.7484
C 1.0238 -0.6953 0.7172
C 0.0536 -0.1123 -0.3174
C -1.1377 0.5692 0.3152
O 0.7673 0.8073 -1.1323
H 1.1007 0.0055 1.5526
H 2.0106 -0.8572 0.2892
H 0.6580 -1.6573 1.0843
H -0.2947 -0.9133 -0.9753
H -0.8447 1.2545 1.1173
H -1.8942 -0.1146 0.7011
H -1.6175 1.1994 -0.4433
H 0.7643 1.6846 -0.7165
*
```